Entry A
Below is a 2-piece molecular cluster, C8H12 overall, with properties calculated with ωB97M-V with the def2-TZVPD basis set.

Cartesian coordinates (Å):
C  0.870  -1.196  0.232
C  1.394  -2.205  -0.432
C  -3.087  -0.059  0.208
C  -2.293  -1.077  0.077
C  -0.032  -0.488  1.031
C  0.790  0.305  0.163
C  0.165  0.832  -1.149
C  1.883  1.181  0.919
H  1.992  -1.906  -1.261
H  1.175  -3.115  -0.004
H  -4.211  -0.046  -0.100
H  -2.684  0.989  0.422
H  -2.400  -2.045  -0.295
H  -0.577  -0.487  1.969
H  -0.644  0.258  -1.233
H  0.852  0.804  -2.110
H  -0.255  1.921  -0.961
H  1.328  2.006  1.125
H  2.620  1.269  0.187
H  2.091  0.536  1.670

Results
Spin multiplicity ... 1
E_LUMO (spin up / spin down) ... -0.22 / 0.04 eV
Orbital gap (spin up / spin down) ... 8.107 / 7.882 eV
M ... 108.2 g mol⁻¹
Total charge ... 0

Atom charges from the Löwdin analysis, given in e for atoms 1 to 5: -0.2572 0.0764 -0.1293 0.0039 0.0167


Entry B
Below is C8H12 as an isolated structure, with properties calculated with ωB97M-V with the def2-TZVPD basis set.

Cartesian coordinates (Å):
C  -1.224  0.330  0.418
C  -1.105  1.159  -0.748
C  -0.743  0.871  1.751
C  -0.132  -1.194  0.085
C  -0.622  -2.333  0.195
H  -2.174  -0.185  0.500
H  -0.624  0.070  2.481
H  -1.967  1.200  -1.407
H  -0.162  0.626  -1.513
H  -0.633  2.129  -0.603
H  0.218  1.374  1.644
H  -1.469  1.584  2.149
H  -1.319  -3.108  0.412
C  2.204  -0.442  0.342
C  0.997  -0.220  -1.824
C  1.161  -0.669  -0.475
H  1.719  0.483  -2.224
H  0.572  -0.926  -2.532
H  3.156  -0.116  -0.056
H  2.147  -0.632  1.404

Results
Spin multiplicity ... 1
E_LUMO (spin up / spin down) ... 0.10 / -0.37 eV
Orbital gap (spin up / spin down) ... 7.260 / 6.914 eV
M ... 108.2 g mol⁻¹
Total charge ... 0

Atom charges from the Löwdin analysis, given in e for atoms 1 to 5: -0.2981 -0.0890 -0.0925 -0.2286 0.1722


Entry C
Below is one molecule with the formula C8H12, with properties calculated with ωB97M-V with the def2-TZVPD basis set.

Cartesian coordinates (Å):
C  -0.996  -0.721  2.485
C  0.206  0.222  2.267
C  0.460  0.734  0.877
C  1.034  1.943  0.765
C  0.330  -0.051  -1.547
C  -0.144  0.207  -0.330
C  0.232  -1.110  -3.744
C  -0.373  -0.799  -2.591
H  -1.175  -1.278  1.563
H  -1.896  -0.192  2.794
H  -0.835  -1.423  3.302
H  0.138  1.070  2.959
H  1.116  -0.238  2.693
H  1.157  2.650  -0.043
H  1.229  2.583  1.645
H  1.393  0.181  -1.693
H  -1.135  -0.246  -0.198
H  -0.271  -1.780  -4.443
H  0.871  -0.517  -4.395
H  -1.340  -1.235  -2.366

Results
Spin multiplicity ... 1
E_LUMO ... 0.59 eV
Structure (SMILES) ... C=C/C=C/C(=C)CC
Orbital gap ... 8.813 eV
M ... 108.2 g mol⁻¹
Total charge ... 0

Atom charges from the Löwdin analysis, given in e for atoms 1 to 5: -0.0942 -0.2155 -0.3065 0.0484 -0.1187


Computed energies relative to the best structure, in hartree: entry A 0.1894; entry B 0.1327; entry C 0.0000


Entry A
Below is a 2-piece molecular cluster, C4H13NO overall, with properties calculated with ωB97M-V with the def2-TZVPD basis set.

Cartesian coordinates (Å):
C  -1.837  0.702  0.913
C  -0.641  -0.070  1.515
C  -0.221  -1.247  0.649
N  0.776  -0.723  -0.357
C  1.001  -1.700  -1.411
H  -2.440  0.085  0.235
H  -2.487  1.055  1.714
H  -1.620  1.645  0.403
H  0.166  0.626  1.750
H  -0.922  -0.413  2.513
H  0.328  -1.943  1.296
H  -1.025  -1.769  0.126
H  0.399  0.168  -0.711
H  1.576  -2.543  -1.044
H  0.065  -1.912  -1.934
H  1.573  -1.207  -2.214
H  2.465  2.794  -1.297
H  1.154  3.472  -1.399
O  1.692  2.980  -0.747

Results
Spin multiplicity ... 2
E_LUMO (spin up / spin down) ... -3.08 / -8.31 eV
Orbital gap (spin up / spin down) ... 11.954 / 6.721 eV
M ... 91.2 g mol⁻¹
Total charge ... +1
Expectation value of S² ... 0.754

Atom charges from the Löwdin analysis, given in e for atoms 1 to 5: -0.0894 -0.2267 -0.1388 0.1654 -0.0154


Entry B
Below is a 2-piece molecular cluster, C4H13NO overall, with properties calculated with ωB97M-V with the def2-TZVPD basis set.

Cartesian coordinates (Å):
C  -1.618  3.077  0.922
C  -0.384  2.200  0.801
N  1.040  -4.803  0.008
H  -1.813  3.549  -0.049
H  -2.462  2.505  1.293
H  -1.330  3.889  1.588
H  -0.107  1.700  1.733
H  0.427  2.834  0.429
H  0.060  -4.637  0.134
H  1.688  -4.438  0.680
H  1.399  -4.953  -0.915
C  0.323  0.049  -0.120
O  -0.570  1.199  -0.166
C  0.569  -0.404  -1.555
H  -0.200  -0.689  0.513
H  1.206  0.410  0.401
H  0.345  -1.454  -1.643
H  1.575  -0.106  -1.833
H  -0.150  0.072  -2.219

Results
Spin multiplicity ... 2
E_LUMO (spin up / spin down) ... -2.98 / -9.08 eV
Orbital gap (spin up / spin down) ... 9.046 / 2.917 eV
M ... 91.2 g mol⁻¹
Total charge ... +1
Expectation value of S² ... 0.754

Atom charges from the Löwdin analysis, given in e for atoms 1 to 5: -0.0182 -0.1818 0.0201 0.1034 0.0966


Computed energies relative to the best structure, in hartree: entry A 0.0000; entry B 0.0341


Entry A
Below is a 3-piece molecular cluster, C3H13NO2S overall, with properties calculated with ωB97M-V with the def2-TZVPD basis set.

Cartesian coordinates (Å):
C  -1.067  0.827  -1.438
N  -0.145  1.668  -0.669
C  1.103  1.012  -0.557
C  1.203  0.112  0.745
S  2.898  -0.422  1.170
H  -1.908  0.581  -0.774
H  -0.565  -0.021  -1.928
H  -1.313  1.397  -2.308
H  -0.134  2.524  -1.335
H  1.559  0.509  -1.365
H  1.900  1.764  -0.394
H  0.882  0.692  1.544
H  0.494  -0.714  0.648
H  2.978  -1.603  0.522
H  -0.937  -4.016  -0.410
H  -0.729  -2.561  -0.486
O  -0.257  -3.332  -0.224
H  -2.683  0.197  2.476
H  -1.352  0.689  2.048
O  -1.926  0.697  2.737

Results
Spin multiplicity ... 1
E_LUMO ... 0.40 eV
Structure (SMILES) ... CNCCS.O.O
Orbital gap ... 9.409 eV
M ... 127.2 g mol⁻¹
Total charge ... 0

Atom charges from the Löwdin analysis, given in e for atoms 1 to 5: -0.1369 -0.1313 -0.3515 -0.5379 0.7023


Entry B
Below is C3H13NO2S as an isolated structure, with properties calculated with ωB97M-V with the def2-TZVPD basis set.

Cartesian coordinates (Å):
C  2.234  1.418  0.453
N  1.480  0.276  0.962
C  0.304  -0.030  0.356
C  -0.695  -0.895  1.055
S  -2.374  -0.457  0.626
H  1.627  2.326  0.438
H  3.116  1.510  1.067
H  2.604  1.232  -0.560
H  1.453  0.154  1.962
H  0.403  -0.382  -0.660
H  -0.437  0.974  0.150
H  -0.551  -0.877  2.137
H  -0.375  -1.919  0.803
H  -0.976  1.532  -0.097
H  -1.914  0.641  -1.223
H  -2.233  1.383  -2.546
O  -1.499  1.129  -1.976
H  2.532  -0.887  -0.551
H  2.306  -1.571  -1.917
O  2.996  -1.288  -1.306

Results
Spin multiplicity ... 1
E_LUMO ... -1.05 eV
Orbital gap ... 6.622 eV
M ... 127.2 g mol⁻¹
Total charge ... 0

Atom charges from the Löwdin analysis, given in e for atoms 1 to 5: -0.0574 -0.0707 -0.3447 -0.6747 0.4554


Computed energies relative to the best structure, in hartree: entry A 0.0000; entry B 0.0984


Entry A
Below is C6H9N3OS as an isolated structure, with properties calculated with ωB97M-V with the def2-TZVPD basis set.

Cartesian coordinates (Å):
C  0.970  1.285  1.893
C  0.631  1.048  0.508
C  1.423  0.358  2.951
C  -2.241  -0.919  -1.866
C  -0.875  -0.641  -2.329
C  0.140  -1.255  -1.435
N  0.900  2.563  2.184
N  0.377  2.150  -0.163
N  0.724  -0.628  -0.392
O  1.520  -1.281  0.360
S  0.556  3.426  0.820
H  2.184  -0.504  2.723
H  1.910  0.805  3.855
H  0.600  -0.322  3.267
H  -2.310  -0.589  -0.719
H  -3.041  -0.380  -2.348
H  -2.476  -2.064  -1.726
H  -0.723  -1.149  -3.280
H  -0.808  0.326  -2.554
H  0.538  -2.229  -1.748

Results
Spin multiplicity ... 1
E_LUMO ... 0.02 eV
Orbital gap ... 8.552 eV
M ... 171.2 g mol⁻¹
Total charge ... 0

Atom charges from the Löwdin analysis, given in e for atoms 1 to 5: -0.4287 -0.1203 -0.0686 -0.1351 -0.2875


Entry B
Below is a 2-piece molecular cluster, C6H9N3OS overall, with properties calculated with ωB97M-V with the def2-TZVPD basis set.

Cartesian coordinates (Å):
C  1.463  -1.217  0.635
C  0.653  -1.019  1.678
C  0.859  -1.095  -0.751
C  -0.761  -0.606  1.552
C  -0.511  -0.778  -0.973
C  -0.945  0.150  0.230
N  1.665  -1.498  -1.615
N  -1.016  2.338  -1.381
N  -0.194  2.302  -0.465
O  -0.038  1.306  0.297
S  1.093  4.100  0.988
H  2.502  -1.722  0.663
H  0.933  -1.489  2.633
H  -1.507  -1.335  1.622
H  -1.036  0.143  2.387
H  -0.423  -0.223  -1.982
H  -1.271  -1.581  -1.191
H  -1.958  0.401  0.251
H  1.539  -1.453  -2.585
H  -1.047  3.277  -1.993

Results
Spin multiplicity ... 1
E_LUMO (spin up / spin down) ... -1.63 / -1.66 eV
Orbital gap (spin up / spin down) ... 7.425 / 7.399 eV
M ... 171.2 g mol⁻¹
Total charge ... 0

Atom charges from the Löwdin analysis, given in e for atoms 1 to 5: -0.0230 -0.0958 -0.4286 -0.1360 -0.0804


Computed energies relative to the best structure, in hartree: entry A 0.0000; entry B 0.0748